Entry 1:
# C25H32N2O6

C25H32N2O6 as an isolated structure in a non-equilibrium geometry (the ωB97M-V functional and the def2-TZVPD basis, OMol25).

Structure (XYZ):
```
65
Properties=species:S:1:pos:R:3:forces:R:3
C -2.954919 1.030145 2.832124 9.1656 -2.6110 7.3707
C -2.030453 -0.002144 2.182260 1.3720 -2.8263 2.1132
H -2.638806 -0.848247 1.654892 1.4363 1.5886 0.6087
H -1.374854 -0.489725 3.059808 -1.6763 0.5844 -1.8489
O -0.984421 0.531393 1.287609 -10.6045 -5.0269 -3.2805
C 0.060011 0.942658 1.777673 5.4630 1.4620 1.5748
C 0.506464 1.880112 0.781094 5.5678 2.5816 -6.9063
C 1.892293 2.711656 1.117005 -6.4415 1.3873 2.3418
C 1.526410 3.611545 2.315131 -5.7253 -0.5736 -1.8110
C 0.248250 4.658097 2.043989 0.1001 -4.3623 2.4954
O 0.480191 5.286205 0.902300 -0.5821 5.0770 -0.2252
H 0.793248 4.846391 0.168057 0.8815 -1.9995 -1.8798
H 0.199247 5.412973 2.980790 -0.3247 -1.7533 -2.3732
H -0.718626 3.960984 1.815796 1.5961 1.5950 1.6175
H 1.311457 3.095664 3.193779 -0.8048 -1.5344 1.4422
H 2.214043 4.205087 2.652824 4.7084 3.5880 1.1530
H 2.120362 3.464777 0.429842 1.2064 -0.0851 -1.9378
H 2.510264 2.051296 1.562398 3.0382 -2.1884 0.1608
H -0.191996 2.496174 0.122619 0.0622 -0.4457 2.2510
C 1.027079 1.016257 -0.618732 2.2182 7.6119 2.5267
C 0.204510 0.823614 -1.702963 -10.7257 -0.8750 0.5013
C -1.355096 0.650648 -1.556134 7.3389 0.2963 -5.3395
N -1.874574 0.413561 -2.908809 -1.7756 0.8233 6.7849
C -3.308025 0.297135 -3.071681 8.8407 -0.9841 -11.7575
O -3.352226 0.039142 -4.422537 -3.4441 0.8580 6.8573
C -4.110602 0.691462 -2.047528 -3.5565 0.4044 6.6729
H -3.961573 1.826153 -1.497943 -0.4633 -3.2290 -2.2364
H -5.103914 0.420622 -2.444894 -0.1891 0.9122 0.7851
H -3.952366 -0.078216 -1.047094 -0.3483 1.9963 -2.8762
C -0.854178 0.361879 -3.744558 4.1606 -1.9773 -5.2548
C -0.766377 -0.060326 -5.207412 -0.2381 2.4712 6.1698
C 0.540280 -0.086689 -5.766750 -11.9064 -2.2300 -5.2283
C 1.584932 0.058985 -5.138139 12.3108 2.7438 5.9585
C 1.680625 0.479380 -3.664968 -12.2405 -1.2967 -8.3868
C 0.448992 0.545002 -3.010833 -0.2606 -0.0286 -3.3738
H 2.525256 0.393978 -3.385343 10.7811 -0.3717 4.6556
H 2.694386 0.017509 -5.718510 -3.1425 -0.0766 1.6995
H 0.172586 -0.421496 -6.747115 2.3859 0.1665 -0.6677
H -1.747906 -0.180477 -5.643310 0.6116 -0.2703 -0.6687
H -1.907715 0.815679 -0.735449 -1.9422 0.4094 2.4465
C 1.589302 -0.125240 -0.188230 2.7992 -8.7930 5.6470
C 1.494219 -0.877206 1.130177 1.1780 10.8525 -6.7672
O 1.005183 -0.121429 2.142901 -0.9727 0.5953 1.4584
C 2.397415 -1.869176 1.542951 6.5732 -1.3842 -3.0235
O 3.710173 -2.124198 1.339653 -5.4389 2.3358 1.0831
N 1.584436 -2.796655 1.817360 -0.5698 -7.3797 2.4328
C 0.125863 -2.901801 1.787417 3.0872 -6.4909 -0.0684
H -0.319331 -3.020054 2.765380 0.0592 -0.3017 0.1729
C -0.077029 -4.240087 0.732345 -6.1825 -1.6741 9.1082
O 0.399279 -5.546368 1.372901 0.4018 4.9480 -3.1428
C 1.841386 -5.328126 1.318394 -0.9546 -1.3780 0.9817
H 2.265112 -5.140845 0.321459 -0.4936 -0.7394 -0.2435
C 2.254958 -4.103375 2.121404 -9.5028 -1.9211 4.7440
H 1.780641 -4.321570 3.376647 1.3068 0.3384 -3.4941
H 3.168206 -3.955078 2.307284 7.1722 0.9573 0.6821
H 1.942417 -6.369105 1.725207 2.3022 1.2155 -0.0744
H 0.280192 -3.936012 -0.140942 1.6411 0.4919 -4.0072
H -1.260988 -4.423860 0.882339 2.5910 0.6797 -1.4077
H -0.248868 -2.170345 1.275123 -2.3727 4.4012 -2.7255
H 1.992204 -0.708940 -0.979891 0.7376 -0.8782 -0.3452
H 1.976280 1.805405 -1.151285 -2.2109 -2.1647 1.7047
H -0.184016 1.495855 2.596613 0.4766 1.1695 3.6112
H -2.211419 1.832232 3.241335 -1.6397 -1.0150 -0.5801
H -3.492348 1.373577 2.205016 -7.0418 4.9690 -8.1567
H -3.565527 0.703560 3.659155 0.2003 -0.6454 0.2754
```
Positions in Å, forces in eV/Å.

**Charge**: 0
**Energy above the lowest of the compared OMol25 structures with the same formula, charge and spin**: 2316.1 kJ/mol
**F_max**: 14.89 eV Å⁻¹
**Calculated total energy**: -41687.3635 eV
**M**: 456.54 Da
**Highest occupied orbital energy**: -0.278 Eh

***

Entry 2:
# C18H28Cl2F4IrN4O2

C18H28Cl2F4IrN4O2 as an isolated structure in a non-equilibrium geometry (the ωB97M-V functional and the def2-TZVPD basis, OMol25).

Structure (XYZ):
```
59
Properties=species:S:1:pos:R:3:forces:R:3
Ir 0.372242 0.067036 0.243924 -1.9872 2.7251 -4.4261
C -0.936221 2.087213 2.466931 -0.2704 0.2071 -0.1915
C -1.787964 2.377010 1.230325 0.4411 0.3648 0.3994
N -1.941159 1.175156 0.411172 1.5760 -1.3838 0.0377
C -2.578886 1.385099 -0.906390 -0.2521 -0.0305 -0.9235
C -2.469079 2.769147 -1.530234 0.0180 -0.1620 0.2078
C -2.685646 0.157012 1.163728 -0.2222 -0.6252 0.3341
C -2.477612 -1.253801 0.635196 -1.0629 0.7503 -0.3965
N -1.093066 -1.581930 0.729019 2.3281 0.3655 0.0299
C -0.688944 -2.849479 0.741357 0.1882 -0.4356 0.0109
C 0.646771 -3.113111 1.149294 0.4511 0.0396 0.1112
F 1.362837 -2.025737 1.542633 0.1954 -1.0815 0.1800
C 1.192146 -4.376960 1.190065 -0.0998 0.6165 -0.0271
F 2.459036 -4.532948 1.544673 -0.1121 0.0170 0.0731
C 0.411197 -5.481632 0.852092 -0.2194 0.2377 -0.0284
C -0.902579 -5.275107 0.453852 -0.1006 0.3118 0.0767
F -1.652503 -6.309251 0.127156 -0.0236 0.0620 -0.0357
C -1.457993 -4.000555 0.392760 -0.3049 -0.2327 -0.1197
F -2.708075 -3.860779 -0.032568 0.4613 -0.0975 0.1414
H -0.400044 2.980725 2.776166 0.1426 -0.0353 0.0128
H -0.199067 1.294261 2.219954 0.1098 0.0213 0.1933
H -1.527766 1.752509 3.315462 0.1105 -0.1451 0.0242
H -1.303226 3.144251 0.628289 -0.0961 -0.0439 -0.0027
H -2.771123 2.760783 1.536411 0.0827 -0.0573 -0.1533
H -3.652082 1.171027 -0.813023 0.1744 -0.0684 0.0959
H -2.163588 0.641056 -1.591941 -0.1376 0.0147 0.0709
H -3.002930 3.517009 -0.948943 0.0431 0.0971 0.0071
H -2.936994 2.725597 -2.511053 0.0141 -0.0150 -0.0497
H -1.444062 3.101849 -1.676175 0.0487 0.1161 -0.0681
H -3.757335 0.393940 1.161809 0.1414 0.0364 -0.0176
H -2.345152 0.163771 2.198489 -0.0477 0.0663 -0.0408
H -2.800345 -1.352336 -0.411075 0.0548 0.0119 0.1370
H -3.094420 -1.935801 1.230053 0.1896 0.0425 -0.0554
H 0.811536 -6.482511 0.913675 0.0646 -0.0787 -0.0462
N 2.730043 -0.211699 -0.040540 -1.8177 -0.9497 -0.0445
C 3.699469 0.301270 0.931087 0.5823 0.4631 0.5472
C 3.869342 1.812173 0.828196 -0.2929 -0.2374 0.0954
C 2.568914 2.580614 1.097595 0.1138 0.1482 -0.2869
C 1.830924 3.106224 -0.132281 0.3342 0.2790 0.7641
N 1.083852 2.058294 -0.847048 -0.0562 -1.7696 0.5898
H 2.989168 0.100127 -0.975140 -0.2168 -0.1168 -0.0581
H 2.788484 -1.227197 -0.055828 0.0859 0.0224 -0.1288
H 4.677442 -0.177709 0.777694 -0.3041 -0.0327 -0.0642
H 3.358374 0.025485 1.930580 -0.0045 -0.0102 -0.0152
H 4.279520 2.073264 -0.150672 0.0812 0.0335 -0.0289
H 4.609953 2.105076 1.570297 0.1069 -0.0392 -0.0717
H 2.792002 3.444635 1.721807 -0.0609 -0.0117 0.0843
H 1.892020 1.929592 1.658147 -0.0940 0.1465 0.2110
H 2.550333 3.585933 -0.800934 -0.1480 -0.0156 -0.1051
H 1.131263 3.877001 0.191403 -0.1046 -0.0748 -0.0949
H 1.662525 1.644423 -1.576773 -0.2260 0.0441 -0.0543
H 0.288446 2.465807 -1.332115 -0.0498 -0.2562 0.0533
Cl -1.284723 -0.368739 -4.991327 -0.1023 0.0821 -0.1607
C -0.090707 -1.400996 -4.227542 -0.1010 0.1651 1.6789
Cl 1.543674 -0.991058 -4.675892 0.3046 -0.0152 -0.2767
C -0.338344 -1.222398 -2.615234 -1.4824 -2.1361 -3.1777
O -1.270453 -1.846931 -2.183027 -0.5579 -0.2774 0.9087
O 0.457826 -0.447468 -2.074892 2.0932 2.6570 4.0542
H -0.297253 -2.448238 -4.460642 0.0184 0.2903 0.0195
```
Positions in Å, forces in eV/Å.

**Charge**: +2
**Energy above the lowest of the compared OMol25 structures with the same formula, charge and spin**: 412.4 kJ/mol
**F_max**: 5.56 eV Å⁻¹
**Calculated total energy**: -67910.5193 eV
**M**: 671.56 Da
**Highest occupied orbital energy (spin up / spin down)**: -0.553 / -0.555 Eh
**2S+1**: 2

***

Entry 3:
# C14H23Cl2N2OTl

C14H23Cl2N2OTl as an isolated structure (the ωB97M-V functional and the def2-TZVPD basis, OMol25).

Structure (XYZ):
```
43
Properties=species:S:1:pos:R:3:forces:R:3
Tl -0.039848 0.157164 -1.897655 -0.1770 -0.1649 0.0091
Cl 1.093059 1.265192 1.532873 0.0627 -0.0966 -0.0603
C -0.208242 2.451301 1.594582 0.0081 0.1154 -0.0063
Cl -0.890655 2.793190 -0.002446 -0.0006 0.0873 -0.0072
H 0.211358 3.372140 1.974029 -0.0565 0.0853 0.0836
H -1.004719 2.075852 2.222539 -0.0176 -0.0696 0.0417
C 3.089195 2.465702 -1.504821 0.0799 0.0486 0.0792
N 4.221263 1.644266 -1.081877 0.0782 0.0552 0.0266
C 5.542840 2.245738 -0.937016 -0.1557 0.0103 -0.0586
C 3.981534 0.321846 -0.917695 0.0717 -0.0478 0.0190
C 5.128174 -0.619455 -0.618935 0.0063 0.0430 0.0584
O 2.848339 -0.129908 -1.026931 -0.1151 -0.1186 0.0144
H 3.387576 3.511546 -1.484333 -0.0074 -0.0112 -0.0029
H 2.239774 2.321043 -0.836650 0.0744 -0.0002 -0.0280
H 2.761942 2.206055 -2.512599 0.0266 -0.0359 -0.0085
H 5.425761 3.325989 -0.913562 0.0065 0.0036 0.0016
H 6.210697 1.997821 -1.764742 -0.0115 -0.0163 -0.0283
H 6.016769 1.948886 -0.003438 -0.0134 -0.0190 0.0220
H 6.113046 -0.164235 -0.574223 -0.0212 0.0179 -0.0129
H 5.125280 -1.382227 -1.396809 -0.0036 -0.0031 0.0166
H 4.920757 -1.120477 0.327444 -0.0025 0.0249 -0.0401
C -1.242795 -1.287971 2.160441 -0.0818 -0.0468 0.0199
N -1.988524 -2.483276 1.813951 0.0461 0.1642 -0.0086
C -3.260848 -2.522625 2.508061 0.0156 -0.0567 -0.0074
C -2.094173 -2.660829 0.362221 -0.1003 0.0416 -0.0004
C -2.866627 -1.593288 -0.399480 0.0581 -0.2209 0.1255
C -4.260381 -1.677850 -0.443521 0.0067 0.0404 -0.0277
C -5.025552 -0.712405 -1.089546 0.1574 0.0298 -0.0032
C -4.381489 0.333752 -1.736439 0.0557 -0.1583 0.0741
C -2.987890 0.377848 -1.722110 -0.3388 0.0141 0.0483
C -2.191789 -0.552231 -1.048344 0.1215 0.2428 -0.2880
H -1.104469 -1.246013 3.243252 0.0065 -0.0176 -0.0051
H -1.746366 -0.359531 1.839952 0.0079 -0.0156 0.0008
H -0.261303 -1.313480 1.688409 0.0079 -0.0219 -0.0188
H -3.079762 -2.550586 3.584864 0.0031 0.0060 -0.0158
H -3.806999 -3.428323 2.234001 0.0302 0.0227 -0.0008
H -3.905188 -1.656964 2.293676 -0.0112 0.0144 -0.0118
H -2.542870 -3.643596 0.189289 -0.0243 0.0116 0.0055
H -1.074981 -2.686049 -0.025758 0.0520 -0.0444 -0.0373
H -4.755733 -2.526853 0.019731 0.0031 0.0583 0.0178
H -6.106561 -0.784610 -1.097726 0.0206 -0.0190 -0.0176
H -4.952421 1.090846 -2.263063 0.0148 -0.0195 0.0163
H -2.537189 1.196613 -2.289616 0.1171 0.0666 0.0153
```
Positions in Å, forces in eV/Å.

**Charge**: 0
**F_max**: 0.40 eV Å⁻¹
**Calculated total energy**: -49655.6602 eV
**M**: 510.64 Da
**Highest occupied orbital energy**: -0.256 Eh